Below is one molecule with the formula C2H4N3O3P in a non-equilibrium geometry, with properties calculated with wB97M-V/def2-TZVPD.

```
13
C2H4N3O3P wB97M-V/def2-TZVPD
C 0.783 -1.280 0.074
C 1.410 1.068 -0.018
N -0.383 -0.972 -0.726
N 0.282 1.512 -0.497
N -1.103 0.080 -0.451
O 1.223 -2.383 0.115
O 2.513 1.509 -0.025
O 1.229 -0.218 0.711
P -1.561 0.386 1.173
H -0.336 -1.234 -1.708
H 0.242 2.277 -1.147
H -1.394 -0.920 1.657
H -2.906 0.175 0.842
```

For the HOMO energy, the calculation gives -10.1 eV. Its largest force on an atom is 2.9 eV Å⁻¹. The value obtained for the energy relative to the best compared isomer or geometry (same formula, charge and spin) is 1.271 eV. Its HOMO-LUMO gap is 9.07 eV.

Below is C12H36FO6 as an isolated structure in a non-equilibrium geometry, with properties calculated with wB97M-V/def2-TZVPD.

```
55
C12H36FO6 wB97M-V/def2-TZVPD
F 0.161 -0.230 0.281
C 1.704 3.931 1.015
C 0.597 3.028 0.398
O -0.181 2.366 1.334
H 2.385 4.317 0.260
H 2.379 3.358 1.652
H 1.388 4.696 1.585
H 1.044 2.359 -0.089
H 0.089 3.443 -0.243
H -0.408 1.494 0.975
C 4.339 -1.512 -1.501
C 2.925 -1.385 -0.835
O 2.558 -0.208 -0.388
H 4.240 -0.925 -2.365
H 4.567 -2.514 -1.607
H 5.145 -1.339 -1.009
H 2.789 -2.049 -0.087
H 2.009 -1.446 -1.591
H 1.526 0.043 -0.233
C -2.055 -4.594 0.154
C -1.743 -3.091 0.588
O -0.691 -2.667 -0.211
H -1.214 -5.340 0.146
H -2.421 -4.485 -0.997
H -2.793 -4.986 0.766
H -1.486 -3.085 1.620
H -2.572 -2.285 0.419
H -0.269 -1.748 -0.036
C -4.168 2.164 -0.515
C -2.774 1.527 -0.719
O -2.500 0.517 0.162
H -4.945 1.448 -0.361
H -4.570 2.763 -1.314
H -4.322 2.662 0.454
H -1.992 2.284 -0.601
H -2.510 1.194 -1.653
H -1.531 0.235 -0.036
C 0.733 -0.575 4.862
C 0.923 -0.112 3.397
O 1.008 -1.241 2.548
H 1.594 -0.793 5.454
H 0.101 -1.560 4.941
H -0.035 0.157 5.493
H 1.888 0.489 3.331
H 0.180 0.547 3.155
H 0.807 -0.847 1.622
C -0.496 0.741 -4.262
C 0.102 0.658 -2.892
O -0.464 -0.561 -2.256
H -0.378 1.490 -4.799
H -1.357 0.401 -4.523
H 0.064 -0.310 -4.930
H -0.306 1.320 -2.196
H 1.127 0.807 -2.971
H -0.196 -0.551 -1.391
```

For the HOMO energy, the calculation gives -5.7 eV. The net charge is -1. Its largest force on an atom is 10.7 eV Å⁻¹. The value obtained for the energy relative to the best compared isomer or geometry (same formula, charge and spin) is 8.613 eV. Its HOMO-LUMO gap is 8.79 eV.

Below is C2H5NO4S2 as an isolated structure in a non-equilibrium geometry, with properties calculated with wB97M-V/def2-TZVPD.

```
14
C2H5NO4S2 wB97M-V/def2-TZVPD
C -0.174 -0.394 1.087
C -0.563 0.237 -0.299
N -1.562 -0.871 -0.885
O 2.042 1.249 0.630
O 2.964 -0.488 -0.809
O 1.033 -1.012 0.816
O 0.535 0.188 -1.115
S -1.422 1.878 -0.190
S 1.882 0.050 -0.108
H 0.027 0.369 1.713
H -0.898 -1.218 1.308
H -2.264 -0.635 -1.585
H -1.104 -1.763 -1.144
H -0.495 2.409 0.581
```

For the HOMO energy, the calculation gives -9.9 eV. Its largest force on an atom is 5.2 eV Å⁻¹. The value obtained for the energy relative to the best compared isomer or geometry (same formula, charge and spin) is 0.778 eV. Its HOMO-LUMO gap is 10.50 eV.

Below is one molecule with the formula C9H12O2 in a non-equilibrium geometry, with properties calculated with wB97M-V/def2-TZVPD.

```
23
C9H12O2 wB97M-V/def2-TZVPD
C 1.596 0.095 1.339
C 0.604 0.923 0.316
C -0.327 1.859 1.124
O 1.360 1.517 -0.695
O 2.377 2.330 0.023
C -0.195 -0.113 -0.331
C -0.892 -1.026 0.492
C -1.825 -1.963 0.040
C -1.623 -2.303 -1.334
C -0.913 -1.569 -2.253
C -0.199 -0.384 -1.755
H 2.496 -0.311 0.642
H 2.208 0.666 2.192
H 1.010 -0.914 1.750
H -0.977 1.300 1.892
H 0.281 2.540 1.774
H -0.866 2.373 0.298
H 2.017 3.163 -0.102
H -0.886 -0.840 1.497
H -2.566 -2.494 0.785
H -2.288 -3.012 -1.874
H -0.877 -1.875 -3.310
H 0.485 0.038 -2.510
```

As for the SMILES: CC(C)(OO)c1ccccc1. For the HOMO energy, the calculation gives -9.0 eV. Its largest force on an atom is 4.5 eV Å⁻¹. The value obtained for the energy relative to the best compared isomer or geometry (same formula, charge and spin) is 5.094 eV. Its HOMO-LUMO gap is 9.76 eV.

Below is one molecule with the formula C5H5NO in a non-equilibrium geometry, with properties calculated with wB97M-V/def2-TZVPD.

```
12
C5H5NO wB97M-V/def2-TZVPD
N 0.397 -1.624 -2.133
C 0.299 -0.615 -1.576
C 0.162 0.602 -0.802
C 1.044 0.736 0.412
C -0.450 0.419 0.565
C -1.076 -1.009 0.838
O -2.163 -1.420 0.513
H -0.084 1.482 -1.381
H 1.839 0.003 0.558
H 1.394 1.755 0.613
H -1.027 1.244 0.970
H -0.245 -1.437 1.384
```

As for the SMILES: N#C[C@@H]1C[C@@H]1C=O. For the HOMO energy, the calculation gives -10.3 eV. Its largest force on an atom is 2.1 eV Å⁻¹. The value obtained for the energy relative to the best compared isomer or geometry (same formula, charge and spin) is 2.072 eV. Its HOMO-LUMO gap is 10.74 eV.

Below is a 2-piece molecular cluster, C13H31N2O8P4 overall in a non-equilibrium geometry, with properties calculated with wB97M-V/def2-TZVPD.

```
58
C13H31N2O8P4 wB97M-V/def2-TZVPD
C -2.082 6.092 4.964
C -2.701 5.124 4.619
C -3.675 4.112 4.193
C -4.665 4.662 3.154
N -4.159 4.780 1.810
C -3.145 3.815 1.399
P -3.544 3.472 -0.432
C -2.060 2.789 -1.287
O -3.669 5.003 -1.065
C -3.061 2.554 2.269
P -1.555 1.467 1.924
P -2.240 -0.223 0.705
O -2.348 -1.349 1.628
O -1.218 -0.511 -0.480
O -3.678 0.095 0.047
N -2.938 2.869 3.745
H -1.723 7.089 5.103
H -4.251 3.846 5.084
H -4.914 5.667 3.498
H -5.599 4.094 3.232
H -3.910 5.727 1.578
H -2.144 4.294 1.429
H -1.099 2.966 -0.800
H -2.220 1.744 -1.539
H -2.011 3.313 -2.248
H -2.808 5.428 -0.935
H -3.938 1.925 2.100
H -0.644 2.279 1.220
H -1.730 -0.720 -1.280
H -4.320 -0.116 0.742
H -3.214 2.029 4.257
H -1.949 3.008 3.971
O 2.875 -4.910 -3.048
P 3.888 -4.177 -2.248
O 3.356 -2.619 -2.232
C 1.974 -2.310 -2.118
C 1.568 -2.027 -0.683
O 5.135 -4.074 -3.283
C 5.189 -4.883 -4.460
C 4.612 -4.147 -5.653
O 4.958 -3.980 -1.037
C 4.521 -3.809 0.310
C 3.617 -4.927 0.789
H 1.351 -3.105 -2.534
H 1.805 -1.416 -2.722
H 1.674 -2.921 -0.064
H 0.530 -1.709 -0.636
H 2.191 -1.241 -0.251
H 4.685 -5.835 -4.300
H 6.241 -5.108 -4.642
H 3.638 -3.713 -5.427
H 4.507 -4.819 -6.506
H 5.267 -3.324 -5.944
H 4.047 -2.831 0.422
H 5.421 -3.787 0.925
H 2.754 -5.061 0.126
H 3.249 -4.716 1.794
H 4.158 -5.874 0.811
```

For the HOMO energy, the calculation gives -11.5 eV. The net charge is +1. Its largest force on an atom is 6.6 eV Å⁻¹. The value obtained for the energy relative to the best compared isomer or geometry (same formula, charge and spin) is 0.405 eV. Its HOMO-LUMO gap is 8.12 eV.